Entry 1:
Formula: C21H30BrF6N3O12
Source: the Open Molecules 2025 dataset
Level of theory: ωB97M-V/def2-TZVPD

Geometry as XYZ:
```
73
Properties=species:S:1:pos:R:3:mulliken_charge:R:1
C 6.344 0.598 2.393 -0.56
N 6.462 0.158 0.949 -0.34
C 6.145 1.270 -0.026 -0.71
C 4.558 1.791 0.061 -0.24
Br 4.431 3.274 -1.317 -0.14
O 3.638 0.676 -0.178 -0.17
C 2.517 0.635 0.770 -0.07
C 2.349 -0.901 1.410 -0.87
N 2.822 -1.995 0.481 -0.18
N 1.793 -2.580 -0.240 0.39
C 2.363 -3.312 -1.473 0.41
O 1.656 -3.282 -2.627 -0.42
F 3.618 -4.100 -1.469 -0.22
C 1.078 -3.671 0.527 0.52
O 0.664 -3.618 1.796 -0.49
F 0.740 -4.938 -0.221 -0.25
C 1.101 1.105 0.014 0.67
F 0.606 0.099 -0.965 -0.28
F 1.285 2.377 -0.779 -0.30
C -0.126 1.403 1.059 0.15
F -0.481 2.867 0.952 -0.26
F 0.188 1.164 2.486 -0.27
H 5.251 0.990 2.660 0.13
H 7.146 1.438 2.647 0.26
H 6.577 -0.336 3.081 0.28
H 5.868 -0.671 0.725 0.26
H 6.345 1.007 -1.149 0.35
H 6.786 2.220 0.293 0.36
H 4.465 2.316 1.101 0.37
H 2.616 1.341 1.698 0.41
H 3.096 -0.913 2.342 0.32
H 1.278 -1.080 1.877 0.41
H 3.441 -2.694 0.949 0.32
H -1.110 0.817 0.737 0.18
C -1.644 -6.627 -1.216 -1.45
C -2.995 -6.027 -1.550 0.51
C -3.205 -4.653 -0.989 -0.29
O -4.618 -4.578 -0.903 -0.32
C -5.061 -5.862 -0.737 0.58
O -6.203 -6.165 -0.444 -0.56
O -4.047 -6.758 -0.940 -0.36
H -1.633 -7.699 -1.441 0.41
H -0.847 -6.138 -1.783 0.36
H -1.418 -6.530 -0.149 0.32
H -3.157 -6.052 -2.635 0.24
H -2.814 -3.868 -1.642 0.25
H -2.792 -4.522 0.017 0.28
C -1.946 6.632 3.979 -1.42
C -0.913 7.108 2.977 0.57
C -0.788 6.231 1.768 -0.30
O 0.536 6.499 1.340 -0.29
C 1.237 6.856 2.460 0.64
O 2.447 6.978 2.506 -0.56
O 0.396 7.049 3.521 -0.36
H -1.833 7.163 4.930 0.36
H -2.961 6.793 3.602 0.38
H -1.825 5.566 4.199 0.33
H -1.113 8.152 2.703 0.25
H -1.508 6.487 0.987 0.31
H -0.867 5.162 1.993 0.10
C -5.224 -1.465 -2.445 -1.45
C -4.721 -0.541 -3.535 0.69
C -3.235 -0.574 -3.724 -0.34
O -2.976 0.699 -4.289 -0.32
C -3.961 1.531 -3.830 0.58
O -3.958 2.741 -3.959 -0.56
O -4.946 0.819 -3.200 -0.37
H -6.264 -1.233 -2.193 0.40
H -5.162 -2.512 -2.759 0.35
H -4.645 -1.347 -1.524 0.28
H -5.254 -0.744 -4.473 0.23
H -2.914 -1.372 -4.399 0.32
H -2.676 -0.653 -2.784 0.19
```

SMILES   CNC[C@@H](Br)O[C@H](CNN(C(=O)F)C(=O)F)C(F)(F)C(F)F.C[C@@H]1COC(=O)O1.C[C@@H]1COC(=O)O1.C[C@@H]1COC(=O)O1
HOMO energy   -9.47 eV
Molecular weight   710.4 g mol⁻¹
Net charge   0
Multiplicity   1



Entry 2:
Formula: C21H30BrN3O3S
Source: the Open Molecules 2025 dataset
Level of theory: ωB97M-V/def2-TZVPD

Geometry as XYZ:
```
59
Properties=species:S:1:pos:R:3:mulliken_charge:R:1
C -4.358 -1.335 2.779 -1.69
C -4.658 -0.805 1.381 0.26
C -3.715 0.344 1.021 -0.15
C -3.986 0.818 -0.414 -1.02
N -3.946 -0.215 -1.427 0.23
C -2.687 -0.482 -2.076 -1.40
C -1.656 -1.336 -1.313 1.01
C -0.240 -1.159 -1.855 -1.16
N 0.730 -1.696 -0.915 -0.29
S 0.981 -0.833 0.474 1.16
O -0.208 -0.867 1.275 -0.65
O 2.188 -1.318 1.080 -0.66
C 1.206 0.917 0.075 -0.64
C 0.080 1.728 0.072 0.33
C 0.214 3.102 0.008 -0.48
Br -1.345 4.180 -0.033 -0.23
C 1.464 3.719 0.015 -0.57
C 2.577 2.912 0.037 0.83
C 2.449 1.516 0.018 -0.30
N 3.699 0.912 0.023 0.46
C 3.967 -0.239 -0.670 0.41
O 3.174 -0.683 -1.479 -0.75
C 5.288 -0.879 -0.394 -0.28
C 5.816 -0.987 1.003 -0.60
C 5.253 -2.198 0.331 -0.66
C 4.687 1.907 0.429 -0.64
C 4.036 3.262 0.088 -0.95
C -4.768 -1.352 -1.074 -1.11
C -4.518 -1.911 0.333 -0.44
H -4.495 -0.552 3.522 0.41
H -3.328 -1.682 2.835 0.26
H -5.018 -2.164 3.026 0.46
H -5.689 -0.431 1.354 0.39
H -2.684 0.006 1.142 -0.18
H -3.871 1.183 1.702 0.58
H -3.290 1.611 -0.695 0.33
H -4.997 1.244 -0.442 0.42
H -2.241 0.491 -2.307 0.44
H -2.913 -0.969 -3.032 0.33
H -1.926 -2.391 -1.368 0.51
H -1.643 -1.054 -0.265 -0.51
H -0.039 -0.094 -2.048 0.36
H -0.119 -1.695 -2.799 0.47
H 1.639 -1.839 -1.337 0.48
H -0.892 1.269 0.158 0.38
H 1.546 4.795 0.016 0.50
H 5.991 -0.788 -1.215 0.51
H 5.229 -0.560 1.801 0.23
H 6.884 -0.919 1.151 0.29
H 4.285 -2.538 0.664 0.16
H 5.921 -2.979 0.001 0.31
H 5.630 1.744 -0.090 0.41
H 4.860 1.832 1.508 0.30
H 4.257 4.022 0.836 0.42
H 4.369 3.634 -0.884 0.32
H -4.621 -2.131 -1.825 0.42
H -5.813 -1.020 -1.131 0.41
H -3.518 -2.339 0.400 0.07
H -5.240 -2.706 0.531 0.47
```

SMILES   CC1CCN(CCCNS(=O)(=O)c2cc(Br)cc3c2N(C(=O)C2CC2)CC3)CC1
HOMO energy   -7.74 eV
ΔE to the lowest compared entry with this formula, charge and spin   0.271 eV
Molecular weight   484.5 g mol⁻¹
Net charge   0
Multiplicity   1



Entry 3:
Formula: C21H30Cl2N2O2Ru
Source: the Open Molecules 2025 dataset
Level of theory: ωB97M-V/def2-TZVPD

Geometry as XYZ:
```
58
Properties=species:S:1:pos:R:3:lowdin_spin:R:1
Ru 0.386 -0.789 0.006 2.85
Cl 1.154 -3.504 0.790 0.16
N -0.134 -1.462 -2.037 0.10
N 0.439 -0.052 2.579 0.09
C 0.625 -1.072 -2.993 0.02
C 1.391 0.786 2.843 0.01
C -1.290 -2.224 -2.588 0.01
C -0.872 -2.377 -4.041 0.01
C -2.584 -1.453 -2.475 0.01
C -1.414 -3.545 -1.864 0.00
H -2.488 -0.439 -2.895 0.00
H -2.877 -1.430 -1.414 0.00
H -3.362 -1.998 -3.038 0.00
H -0.449 -4.065 -1.854 0.00
H -2.169 -4.145 -2.388 0.00
H -1.768 -3.332 -0.839 0.00
C -0.286 -0.397 3.814 0.01
C 0.587 0.254 4.886 0.00
C -0.372 -1.904 3.908 0.00
C -1.686 0.175 3.785 0.01
H -1.649 1.262 3.630 0.00
H -2.186 -0.038 4.745 0.00
H -2.233 -0.341 2.976 0.00
H 0.631 -2.340 3.819 0.00
H -1.031 -2.243 3.096 0.00
H -0.816 -2.171 4.870 0.00
O 1.567 1.051 4.144 0.00
H 1.103 -0.478 5.527 0.00
H 0.050 0.911 5.568 0.00
O 0.313 -1.533 -4.198 0.01
H -1.597 -2.038 -4.790 0.00
H -0.612 -3.397 -4.346 0.00
C 1.813 -0.174 -2.787 0.04
C 2.295 1.422 1.808 0.03
C 1.661 1.783 0.471 0.11
H 3.068 0.662 1.616 0.01
H 2.797 2.299 2.248 0.00
C 1.351 0.817 -0.513 0.14
C 1.449 0.987 -1.900 0.11
H 1.437 -2.281 0.607 0.08
C 1.014 2.249 -2.296 0.00
C 0.853 3.210 -1.285 0.09
C 0.674 2.434 -3.739 0.00
C 1.212 3.046 0.062 0.00
H 0.471 4.174 -1.581 0.01
C 1.084 4.104 1.114 0.00
H 0.611 4.985 0.679 0.00
H 2.072 4.372 1.506 0.00
H 0.469 3.720 1.941 0.00
H 1.552 2.250 -4.374 0.00
H 0.308 3.447 -3.913 0.00
H -0.108 1.709 -4.017 0.00
H 2.218 0.153 -3.751 0.00
H 2.569 -0.811 -2.290 0.01
Cl -2.905 -2.211 1.212 0.02
C -1.134 0.394 -0.001 0.88
H -2.188 0.083 0.255 0.08
H -1.014 1.503 -0.299 0.08
```

Expectation value of S²   8.780
HOMO energy (alpha / beta)   -2.35 / -4.57 eV
Molecular weight   514.5 g mol⁻¹
Net charge   -1
Multiplicity   6



Entry 4:
Formula: C21H30Cl3N2OSSi3Zr
Source: the Open Molecules 2025 dataset
Level of theory: ωB97M-V/def2-TZVPD

Geometry as XYZ:
```
62
Properties=species:S:1:pos:R:3:mulliken_charge:R:1
Zr 0.835 0.362 -0.791 -1.21
Cl 1.080 6.067 -5.323 -0.19
C 0.875 4.951 -4.021 0.33
C 0.912 3.593 -4.277 -0.98
C 0.742 2.731 -3.211 1.48
Cl 0.760 0.992 -3.551 -0.23
C 0.542 3.152 -1.896 -0.93
O 0.369 2.303 -0.883 -0.06
C 0.506 4.536 -1.691 0.42
Cl 0.252 5.119 -0.090 -0.19
C 0.671 5.428 -2.734 -0.77
H 1.068 3.218 -5.278 0.50
H 0.641 6.491 -2.543 0.47
C 0.971 -2.217 -1.726 -1.40
Si 0.059 -2.521 -0.050 0.68
C 0.752 -4.042 0.788 -1.26
C -1.663 -3.029 -0.600 -1.25
C 0.241 -0.938 0.949 1.57
Si 1.604 -0.932 2.224 0.41
C 2.031 0.830 2.740 -1.26
C 3.290 -1.598 1.598 -0.76
C 1.192 -1.894 3.776 -1.16
Si -1.368 -0.259 1.559 -0.11
C -1.250 1.391 2.433 -1.16
C -2.439 -1.375 2.612 -1.20
C -2.280 0.100 -0.077 0.38
C -3.654 0.313 -0.121 -0.62
C -4.305 0.500 -1.326 -0.56
C -3.556 0.473 -2.489 -1.06
C -2.193 0.284 -2.391 -0.59
N -1.554 0.106 -1.225 1.05
H 1.252 -3.212 -2.082 0.58
H 1.933 -1.684 -1.731 0.63
H 0.321 -1.821 -2.517 0.34
H 0.657 -4.900 0.118 0.41
H 0.142 -4.252 1.670 0.28
H 1.789 -3.985 1.112 0.38
H -1.585 -4.039 -1.012 0.43
H -2.085 -2.391 -1.375 0.30
H -2.379 -3.080 0.219 0.29
H 1.911 1.590 1.962 0.25
H 3.073 0.876 3.068 0.46
H 1.417 1.142 3.585 0.39
H 4.806 -0.546 0.476 0.31
H 3.283 -2.612 1.195 0.31
H 3.976 -1.598 2.448 0.52
H 0.268 -1.523 4.225 0.29
H 1.982 -1.780 4.522 0.43
H 1.060 -2.961 3.589 0.31
H -0.818 1.292 3.430 0.31
H -2.257 1.798 2.557 0.44
H -0.666 2.130 1.880 0.28
H -1.992 -1.476 3.604 0.37
H -2.569 -2.377 2.207 0.35
H -3.430 -0.938 2.756 0.42
H -4.218 0.312 0.804 0.44
H -5.375 0.659 -1.361 0.45
H -4.011 0.605 -3.460 0.47
H -1.590 0.261 -3.285 0.49
S 3.204 1.070 -1.400 -0.21
C 2.964 -0.023 -0.164 0.00
N 3.805 -0.676 0.579 -0.07
```

HOMO energy   -11.23 eV
ΔE to the lowest compared entry with this formula, charge and spin   1.011 eV
Molecular weight   640.4 g mol⁻¹
Net charge   +1
Multiplicity   1



Entry 5:
Formula: C21H30ClGeMn
Source: the Open Molecules 2025 dataset
Level of theory: ωB97M-V/def2-TZVPD

Geometry as XYZ:
```
54
Properties=species:S:1:pos:R:3:lowdin_spin:R:1
Mn -0.306 -0.002 -0.092 3.37
C -1.347 3.726 1.778 0.00
C -1.977 2.946 0.626 0.00
C -1.331 3.369 -0.703 0.00
C -1.850 1.442 0.774 0.00
C -1.120 0.827 1.809 -0.05
C -1.131 -0.560 1.971 0.01
C -1.763 -1.398 1.047 0.01
C -1.804 -2.883 1.266 0.00
C -2.456 -0.790 -0.015 -0.01
C -2.532 0.603 -0.121 0.01
H -1.530 4.789 1.638 0.00
H -0.271 3.568 1.803 0.00
H -1.774 3.436 2.737 0.00
H -3.047 3.192 0.588 0.00
H -0.373 2.847 -0.825 0.00
H -1.160 4.443 -0.717 0.00
H -1.965 3.121 -1.552 0.00
H -0.636 1.425 2.569 0.00
H -0.666 -0.991 2.851 0.00
H -2.523 -3.121 2.053 0.00
H -0.827 -3.253 1.579 0.00
H -2.096 -3.407 0.358 0.00
H -3.039 -1.406 -0.689 0.00
H -3.177 1.035 -0.878 0.00
C 0.266 -1.433 -5.002 -0.01
Ge 0.546 -1.922 -3.078 0.08
C 2.451 -2.445 -2.790 0.02
C -0.541 -3.558 -2.671 0.02
C 0.012 -0.431 -1.967 0.54
H 0.476 -2.278 -5.649 0.00
H 0.921 -0.613 -5.282 0.00
H -0.761 -1.121 -5.169 0.00
H 2.785 -3.132 -3.560 0.00
H 2.561 -2.928 -1.826 0.00
H 3.091 -1.570 -2.807 0.00
H -0.165 -4.415 -3.221 0.00
H -1.584 -3.409 -2.933 0.00
H -0.478 -3.778 -1.609 0.00
H -0.405 0.389 -2.578 0.05
Cl 1.697 -1.927 1.189 0.02
C 2.094 -0.458 2.037 -0.01
C 2.284 -0.476 3.401 0.00
C 2.508 0.722 4.066 -0.01
C 2.519 1.912 3.355 0.00
C 2.297 1.917 1.992 -0.01
C 2.072 0.729 1.281 0.00
C 1.783 0.683 -0.151 -0.07
H 2.247 -1.412 3.937 0.00
H 2.667 0.716 5.133 0.00
H 2.713 2.843 3.870 0.00
H 2.286 2.855 1.454 0.00
H 2.401 -0.073 -0.653 0.00
H 1.961 1.653 -0.628 0.00
```

Expectation value of S²   6.238
HOMO energy (alpha / beta)   -6.37 / -6.53 eV
ΔE to the lowest compared entry with this formula, charge and spin   0.645 eV
Molecular weight   445.5 g mol⁻¹
Net charge   0
Multiplicity   5



Entry 6:
Formula: C21H30ClN4O4P
Source: the Open Molecules 2025 dataset
Level of theory: ωB97M-V/def2-TZVPD

Geometry as XYZ:
```
61
Properties=species:S:1:pos:R:3:mulliken_charge:R:1
C 2.937 0.369 -1.407 0.30
C 2.105 1.244 -1.437 -1.12
C 1.168 2.343 -1.903 -0.89
C -0.262 1.819 -2.160 -0.11
C -0.380 0.845 -3.195 0.40
Cl 0.983 0.305 -4.165 -0.18
C -1.629 0.278 -3.472 -0.11
C -2.773 0.689 -2.715 0.65
C -2.664 1.679 -1.720 0.15
N -3.861 2.049 -0.986 -0.20
C -4.879 2.609 -1.947 -0.14
C -5.668 3.838 -1.356 -1.23
C -1.404 2.278 -1.408 0.25
P -1.067 3.583 -0.142 0.27
C -2.607 4.239 0.659 -0.82
C -0.318 5.103 -0.990 -1.00
C -3.973 -0.145 -3.219 0.08
O -4.997 -0.457 -2.700 -0.47
N -3.534 -0.547 -4.556 -0.50
C -2.086 -0.791 -4.496 -0.05
O -1.496 -1.636 -5.080 -0.46
H 3.471 -0.587 -1.378 0.60
H 1.540 2.816 -2.837 0.47
H 1.214 3.123 -1.127 0.07
H -4.296 1.178 -0.680 0.36
H -5.629 1.835 -2.202 0.32
H -4.398 2.930 -2.888 0.23
H -6.751 3.620 -1.467 0.35
H -5.492 4.703 -2.033 0.27
H -5.388 4.095 -0.324 0.39
H -2.410 5.264 1.022 0.42
H -2.990 3.582 1.458 0.35
H -3.424 4.316 -0.085 0.02
H 0.754 5.081 -0.711 0.31
H -0.374 4.974 -2.088 0.30
H -0.811 6.035 -0.661 0.42
H -3.507 0.377 -5.011 0.39
C 2.504 -4.943 1.119 -0.81
N 2.872 -3.780 0.337 -0.15
C 4.102 -3.232 0.169 0.76
C 5.267 -3.880 0.867 -1.12
O 4.236 -2.238 -0.536 -0.65
H 2.043 -5.678 0.456 0.35
H 1.773 -4.641 1.872 0.18
H 3.362 -5.387 1.611 0.32
H 2.145 -3.290 -0.162 0.20
H 6.175 -3.329 0.632 0.29
H 5.117 -3.858 1.947 0.30
H 5.388 -4.909 0.522 0.35
C 2.262 -1.432 5.695 -0.85
N 3.174 -2.112 4.795 -0.16
C 3.138 -3.401 4.377 0.80
C 2.023 -4.278 4.890 -1.50
O 3.993 -3.821 3.608 -0.65
H 1.819 -0.584 5.170 0.28
H 2.828 -1.059 6.550 0.29
H 1.473 -2.090 6.045 0.33
H 3.946 -1.588 4.411 0.23
H 2.131 -5.274 4.468 0.29
H 2.072 -4.355 5.977 0.47
H 1.055 -3.876 4.586 0.39
```

SMILES   C#CCc1c(Cl)c2c(c(NCC)c1P(C)C)C(=O)NC2=O.CNC(C)=O.CNC(C)=O
HOMO energy   -8.06 eV
Molecular weight   468.9 g mol⁻¹
Net charge   0
Multiplicity   1



no.,DFT total energy (a.u.)
1,-5058.28099
2,-4180.37956
3,-2093.28912
4,-3697.26552
5,-4506.15793
6,-2139.62778